(1)
Below is C42H39CsN16OS as an isolated structure, with properties calculated with ωB97M-V/def2-TZVPD.

**M**: 948.86 u
**Spin multiplicity**: 1
**HOMO**: -6.51 eV

Atoms and positions in Å:
Cs1 0.97672 1.18068 0.75879
C1 5.05832 -1.91863 2.13467
C2 4.01469 -1.12573 1.40280
N1 3.45105 -0.06884 1.86910
N2 3.97497 0.43949 3.01982
C3 3.15729 1.06575 3.84004
N3 3.82609 1.85432 4.75545
S1 1.43917 1.01074 4.00918
C4 3.60806 -1.58239 0.04441
C5 4.15248 -2.75282 -0.49808
C6 3.81179 -3.13380 -1.78413
C7 2.93359 -2.34642 -2.51093
C8 2.42191 -1.21540 -1.88923
N4 2.74108 -0.84154 -0.65900
H1 5.29128 -1.42474 3.07260
H2 5.97728 -2.02247 1.55147
H3 4.69507 -2.92685 2.35251
H4 4.81562 1.67387 4.82315
H5 3.33193 2.02480 5.61426
H6 4.84121 -3.35110 0.07990
H7 4.23594 -4.03165 -2.21655
H8 2.65047 -2.59343 -3.52511
H9 1.72485 -0.56725 -2.41464
C9 -0.04549 -5.24459 0.81605
N5 0.06029 -3.84109 1.14598
C10 0.03130 -2.77177 0.34241
N6 0.07261 -1.66410 1.05006
C11 0.13988 -2.12690 2.32950
N7 0.12270 -3.43685 2.43546
C12 -1.26244 -5.57838 -0.01617
C13 -1.24333 -6.74410 -0.77192
C14 -2.34772 -7.12091 -1.52175
C15 -3.47527 -6.32147 -1.54293
C16 -3.49510 -5.14282 -0.79974
C17 -2.39836 -4.77730 -0.02800
C18 -4.69341 -4.30510 -0.89169
N8 -5.77000 -4.57331 -1.54034
N9 -6.60736 -3.47592 -1.38307
C19 -5.96855 -2.63181 -0.65400
O1 -4.73649 -3.08266 -0.29472
C20 -6.43830 -1.30700 -0.23919
C21 -7.66276 -0.87812 -0.74899
C22 -8.14996 0.36724 -0.40098
C23 -7.42153 1.18192 0.45285
C24 -6.20642 0.75578 0.97396
C25 -5.49388 1.66137 1.95053
N10 -4.06372 1.46129 2.00893
C26 -3.12136 1.76102 1.10652
N11 -1.93738 1.37834 1.53480
C27 -2.22163 0.83324 2.74861
N12 -3.49435 0.85603 3.07449
C28 -5.70959 -0.49464 0.62335
H10 -0.08150 -5.76194 1.77453
H11 0.85766 -5.57264 0.29750
H12 -0.01700 -2.84668 -0.73291
H13 0.24993 -1.47662 3.18484
H14 -0.35315 -7.36237 -0.77554
H15 -2.32138 -8.03281 -2.10294
H16 -4.33868 -6.58780 -2.13589
H17 -2.42932 -3.86321 0.55160
H18 -8.21273 -1.52622 -1.41643
H19 -9.09535 0.70893 -0.80039
H20 -7.80118 2.16203 0.71750
H21 -5.85343 1.48803 2.96464
H22 -5.69738 2.70446 1.70355
H23 -3.33840 2.25357 0.17106
H24 -1.46800 0.43096 3.40746
H25 -4.76210 -0.83600 1.02285
C29 4.49140 6.49554 0.77816
C30 4.21213 5.24444 1.30547
C31 3.10296 4.53976 0.85985
C32 2.28755 5.09038 -0.11663
C33 2.56045 6.34535 -0.65024
C34 3.66559 7.04474 -0.19768
N13 1.15367 4.29434 -0.52165
N14 0.60252 4.70276 -1.54837
C35 -0.54607 3.92173 -1.94394
C36 -1.55073 4.63062 -2.59076
C37 -2.67594 3.93947 -3.00249
C38 -2.73473 2.57126 -2.77746
C39 -1.66222 1.96104 -2.14513
N15 -0.58194 2.61677 -1.72606
H26 5.34973 7.05173 1.13308
H27 4.84702 4.81126 2.06694
H28 2.89180 3.55699 1.25327
H29 1.90724 6.75839 -1.40501
H30 3.88373 8.02473 -0.60198
H31 -1.43277 5.69259 -2.75259
H32 -3.48681 4.45644 -3.49852
H33 -3.58337 1.98090 -3.09550
H34 -1.66999 0.89251 -1.95366
C40 6.53118 1.75652 -3.14092
C41 6.14626 1.54494 -1.67863
C42 4.75192 1.89401 -1.40553
N16 3.66279 2.14302 -1.14714
H35 7.57497 1.48484 -3.29159
H36 6.40144 2.79808 -3.43110
H37 5.91783 1.14077 -3.79729
H38 6.77071 2.14610 -1.01580
H39 6.28040 0.50231 -1.38303

---

(2)
Below is one molecule with the formula C4H9NO, with properties calculated with ωB97M-V/def2-TZVPD.

**M**: 87.12 u
**Spin multiplicity**: 1
**SMILES**: CN[C@@H]1C[C@@H]1O
**ΔE to the lowest compared entry with this formula, charge and spin**: 81.6 kcal per mole
**HOMO**: -8.62 eV

Atoms and positions in Å:
C1 2.11577 -0.29674 0.17930
N1 0.88856 -0.71061 -0.52812
C2 -0.06354 0.38862 -0.70427
C3 -0.68761 1.02799 0.43563
C4 -1.51572 0.08124 -0.38583
O1 -1.80366 -1.19438 0.12101
H1 2.73488 -1.21817 0.08829
H2 1.93702 -0.25614 1.33235
H3 2.56279 0.57044 -0.27791
H4 0.33728 -1.38707 -0.06303
H5 0.07684 1.06471 -1.55048
H6 -0.45156 0.61671 1.35710
H7 -1.07991 2.07298 0.49325
H8 -2.18913 0.42505 -1.01776
H9 -2.86204 -1.18462 0.52048

---

(3)
Below is a 2-piece molecular cluster, C4H10O3 overall, with properties calculated with ωB97M-V/def2-TZVPD.

**M**: 106.12 u
**Spin multiplicity**: 1
**SMILES**: CC(C)=O.COO
**ΔE to the lowest compared entry with this formula, charge and spin**: 151.2 kcal per mole
**HOMO**: -9.35 eV

Atoms and positions in Å:
C1 -1.13064 -0.30751 1.45128
C2 -0.43002 -0.82142 0.21062
C3 0.77441 -1.71889 0.42324
O1 -1.07360 -0.91748 -0.85256
H1 -1.97879 -0.95870 1.67885
H2 -0.46134 -0.23232 2.30760
H3 -1.53989 0.67781 1.23419
H4 1.51458 -1.22716 1.05303
H5 0.44888 -2.62452 0.93491
H6 1.22344 -1.99455 -0.52809
C4 0.93709 1.28404 -0.35864
O2 -0.58969 1.26976 -1.24178
O3 -0.76675 1.99873 -2.41138
H7 1.04190 2.36527 -0.42750
H8 1.14767 1.08716 0.68946
H9 1.61749 0.80285 -1.05492
H10 -0.73476 1.31693 -3.10830

---

(4)
Below is C23H23FN4O7Pt as an isolated structure, with properties calculated with ωB97M-V/def2-TZVPD.

**M**: 681.53 u
**Spin multiplicity**: 1
**Charge**: +2
**ΔE to the lowest compared entry with this formula, charge and spin**: 0.0 kcal per mole
**HOMO**: -13.52 eV

Atoms and positions in Å:
Pt1 0.79236 0.38000 0.07783
O1 -0.31187 4.27258 0.23510
C1 -0.18395 2.98007 0.15779
O2 0.91029 2.41954 0.10897
C2 -1.43299 2.19077 0.11137
C3 -2.67974 2.76859 0.09996
C4 -3.79310 1.93850 0.01144
C5 -3.58963 0.57799 -0.06384
C6 -2.29128 0.07018 -0.04035
N1 -1.21956 0.85126 0.05187
C7 -2.12871 -1.43173 -0.08344
O3 -1.92265 -1.97606 -1.28676
O4 -2.26244 -2.09541 0.89844
H1 0.56225 4.70174 0.25289
H2 -2.77049 3.84390 0.15449
H3 -4.79158 2.35222 -0.00257
H4 -4.41912 -0.11263 -0.13356
H5 -1.78575 -1.31000 -1.97409
C8 5.26193 -5.65950 1.54639
C9 4.86265 -5.24833 0.13932
N2 3.71632 -4.31924 0.13216
C10 3.95734 -3.01321 0.06307
C11 2.99918 -2.02488 0.08053
C12 3.56630 -0.62516 0.01599
O5 4.76508 -0.49044 -0.05534
O6 2.74495 0.38175 0.07115
C13 1.64792 -2.39958 0.15739
O7 0.63923 -1.60885 0.12251
C14 1.36923 -3.82327 0.28319
C15 0.05353 -4.28198 0.42916
C16 -0.20138 -5.61641 0.53195
F1 -1.48140 -6.01821 0.62295
C17 0.82114 -6.58291 0.52942
C18 2.12066 -6.12921 0.40292
C19 2.40939 -4.76527 0.26534
N3 0.58378 -7.96918 0.66449
C20 1.08293 -8.87284 -0.36249
C21 1.67008 -10.10942 0.32977
N4 0.96380 -10.28092 1.65243
C22 -0.49837 -9.96801 1.52594
C23 -0.65892 -8.46386 1.25142
H6 6.10716 -6.34543 1.50211
H7 4.44559 -6.14940 2.07762
H8 5.56616 -4.78854 2.12625
H9 4.61369 -6.10052 -0.49121
H10 5.68168 -4.72862 -0.35260
H11 4.99077 -2.69722 -0.01734
H12 -0.77364 -3.58826 0.45798
H13 2.92227 -6.85157 0.44409
H14 1.85332 -8.38994 -0.95681
H15 0.28030 -9.16292 -1.05061
H16 2.72986 -9.99955 0.55052
H17 1.51766 -11.02060 -0.24514
H18 1.37496 -9.63095 2.32452
H19 1.10431 -11.22595 2.01022
H20 -0.99925 -10.26909 2.44261
H21 -0.87081 -10.58250 0.70860
H22 -0.85073 -7.92645 2.17858
H23 -1.52859 -8.33551 0.60301

---

(5)
Below is one molecule with the formula C23H22FN3O3, with properties calculated with ωB97M-V/def2-TZVPD.

**M**: 407.44 u
**Spin multiplicity**: 1
**SMILES**: O=C(NCc1ccc(F)cc1)C(=O)c1cn(CC(=O)N2CCCC2)c2ccccc12
**ΔE to the lowest compared entry with this formula, charge and spin**: 2.0 kcal per mole
**HOMO**: -8.12 eV

Atoms and positions in Å:
O1 -1.93523 -2.53463 1.60939
C1 -2.65380 -2.46684 0.63105
N1 -2.73464 -3.43550 -0.30505
C2 -1.74879 -4.49797 -0.35139
C3 -0.36236 -3.89509 -0.36036
C4 0.63039 -4.35441 0.49322
C5 1.86529 -3.73138 0.54024
C6 2.08705 -2.63481 -0.27075
F1 3.28069 -1.99299 -0.19597
C7 1.12608 -2.16410 -1.14504
C8 -0.09646 -2.80702 -1.18467
C9 -3.49830 -1.24652 0.25781
O2 -4.63012 -1.37801 -0.17997
C10 -2.77464 -0.00693 0.36547
C11 -1.45196 0.14003 0.74283
N2 -1.08103 1.43284 0.68217
C12 0.25701 1.88267 0.92523
C13 1.17423 1.49726 -0.25227
O3 0.73364 1.00669 -1.27274
N3 2.47784 1.74001 -0.06066
C14 3.10347 2.25514 1.14165
C15 4.57483 2.41154 0.75609
C16 4.77129 1.31166 -0.28480
C17 3.46407 1.36285 -1.06416
C18 -2.14246 2.18443 0.22699
C19 -2.25026 3.54674 -0.01354
C20 -3.46837 4.02285 -0.45536
C21 -4.55491 3.17008 -0.65301
C22 -4.45501 1.81511 -0.41734
C23 -3.23670 1.31309 0.02624
H1 -3.38549 -3.31126 -1.06428
H2 -1.92248 -5.09279 -1.25072
H3 -1.86104 -5.14001 0.52818
H4 0.43343 -5.19299 1.14352
H5 2.63975 -4.07175 1.20955
H6 1.31028 -1.29450 -1.75515
H7 -0.85971 -2.43281 -1.85041
H8 -0.76202 -0.61686 1.06304
H9 0.26041 2.96785 1.05185
H10 0.63533 1.41858 1.84186
H11 2.99598 1.53642 1.96346
H12 2.65337 3.20306 1.44851
H13 4.74037 3.38890 0.30143
H14 5.23573 2.30902 1.61367
H15 4.87258 0.34169 0.20169
H16 5.63791 1.48053 -0.91883
H17 3.49277 2.12096 -1.85451
H18 3.19008 0.40744 -1.51124
H19 -1.41688 4.21896 0.13004
H20 -3.58317 5.07831 -0.65362
H21 -5.48939 3.58583 -0.99954
H22 -5.28866 1.14865 -0.56982

---

(6)
Below is a 6-piece molecular cluster, C5H24NO5S2 overall, with properties calculated with ωB97M-V/def2-TZVPD.

**M**: 242.38 u
**Spin multiplicity**: 1
**Charge**: +1
**ΔE to the lowest compared entry with this formula, charge and spin**: 34.2 kcal per mole
**HOMO**: -11.85 eV

Atoms and positions in Å:
N1 -0.89267 -1.19249 -1.79143
C1 -1.76336 -1.78449 -0.67878
C2 -3.17231 -1.32684 -1.06920
C3 -1.30574 -1.11176 0.59390
S1 -2.19130 -2.00764 1.95861
S2 3.92253 1.04354 -0.13698
C4 2.43093 1.10751 0.98348
C5 2.35405 -0.09953 1.88422
H1 -0.85657 -0.14872 -1.86767
H2 -0.95298 -1.70322 -2.67633
H3 0.12776 -1.44040 -1.65548
H4 -1.45594 -2.83983 -0.76026
H5 -3.41858 -1.41712 -2.12092
H6 -3.33455 -0.27041 -0.82440
H7 -3.87275 -1.87806 -0.45310
H8 -1.54072 -0.04742 0.54981
H9 -0.27957 -1.37642 0.82036
H10 1.62684 1.32707 0.28679
H11 2.57586 2.03149 1.55873
H12 2.61089 -1.08768 1.54940
H13 1.35365 -0.05086 2.36928
H14 3.07419 -0.01402 2.72328
H15 2.51864 -1.52411 -0.90363
H16 4.57299 -0.99649 0.14573
O1 3.95491 -0.65273 -0.51245
H17 -0.62114 2.34581 -1.86621
H18 0.51529 1.44577 -2.64061
O2 -0.39316 1.51261 -2.36882
H19 -0.66869 2.89913 0.53247
H20 -0.94782 4.02620 -0.58221
O3 -0.48568 3.18704 -0.39327
H21 -2.28331 2.38558 1.82467
H22 -1.29890 3.12875 2.79190
O4 -1.37568 2.47764 2.08751
H23 1.78100 -2.84092 -1.07844
H24 -1.98692 -1.20369 2.98726
O5 1.67880 -1.90332 -1.26722

---

Question: Which formula does entry 6 have?
Answer: C5H24NO5S2